{"formula": "C4H8O2", "method": "ωB97M-V/def2-TZVPD", "species": ["C", "C", "C", "O", "C", "O", "H", "H", "H", "H", "H", "H", "H", "H"], "positions_angstrom": [[-1.954, 0.355, 0.551], [-0.462, 0.045, 0.415], [0.872, -1.205, -0.600], [1.869, -0.398, 0.018], [1.401, 0.803, -0.508], [0.231, 1.197, 0.172], [-2.546, -0.561, 0.549], [-2.177, 0.867, 1.508], [-2.305, 1.026, -0.239], [-0.063, -0.528, 1.248], [0.605, -2.111, -0.087], [1.333, -1.493, -1.582], [2.130, 1.617, -0.462], [0.969, 0.422, -1.473]], "forces_ev_per_angstrom": [[0.2, -0.3, -0.3], [0.1, -0.7, -0.4], [-0.6, -0.4, 0.8], [-0.1, -0.1, 0.0], [0.2, 0.2, -0.5], [0.1, 0.0, 0.2], [0.0, 0.0, -0.1], [0.5, -0.3, -0.3], [0.1, -0.2, 0.0], [-0.1, 0.1, 0.2], [0.3, -0.3, 0.6], [-1.4, 0.5, 0.3], [-0.1, -0.3, -0.2], [0.9, 1.7, -0.3]], "orbital_gap_ev": 9.91, "charge": 0, "relative_energy_ev": 4.722, "total_energy_ha": -307.5389, "homo_ev": -8.90}